Record 1
The following is a quantum chemistry calculation of a single C4H7NO molecule, from the OMol25 dataset.

Properties
- Net charge: 0
- Maximum force: 0.3 eV Å⁻¹
- Frontier orbital gap: 10.75 eV
- SMILES: C1N[C@H]1[C@H]1CO1

Element x y z (Å)
H  -0.8332  0.7279  1.3161
H  0.9011  -1.3501  -0.8576
C  -0.5260  0.2978  -0.6337
H  2.8930  -0.1912  0.1749
C  0.7398  -0.4331  -0.2904
H  1.8612  1.3036  0.4945
H  -0.5101  0.8404  -1.5784
C  -1.7797  -0.3180  -0.1529
H  -2.6929  -0.2485  -0.7371
C  1.8974  0.2314  0.3061
O  1.0148  -0.5586  1.0988
N  -1.2916  0.9310  0.4286
H  -1.6737  -1.2324  0.4311

=====

Record 2
The following is a quantum chemistry calculation of a molecular structure, C14H28AuN2O4S2 in a non-equilibrium geometry, from the OMol25 dataset.

Properties
- Net charge: +1
- Maximum force: 1.2 eV Å⁻¹
- Frontier orbital gap (alpha / beta): 6.10 / 6.10 eV

Element x y z (Å)
H  0.7135  -3.4433  -1.1798
H  2.9662  3.6934  0.9928
S  1.0583  1.5624  3.1502
N  2.8969  1.9337  -0.1590
C  1.7319  -3.2834  0.7023
O  -2.7292  -0.1743  -1.2042
H  4.1959  1.2956  1.3637
C  4.0678  1.1894  0.2838
H  2.6560  -2.1477  3.3427
H  3.0860  -0.4970  2.8044
H  3.9527  3.6974  -0.4805
C  0.5067  -3.6581  -0.1220
H  -5.7227  0.7675  -2.8609
H  1.5451  -3.4891  1.7579
C  0.2086  -5.1609  -0.0035
H  2.2800  -0.7355  4.3786
H  3.9504  0.1413  0.0314
C  2.3701  -1.1015  3.3589
C  -4.3461  2.9406  -2.0235
C  1.7530  1.2822  -0.3859
H  -0.9480  -2.9661  1.3588
H  2.5921  -3.8761  0.3894
C  0.5143  0.1187  2.5845
O  1.0883  -1.0508  2.7060
Au  -0.5982  -0.9682  -0.2518
C  3.0023  3.3814  -0.0535
H  4.9509  1.5881  -0.2134
H  -0.6410  -5.4565  -0.6195
S  -1.0627  0.1478  1.8282
H  -1.6337  -3.2255  -0.2698
H  -4.9484  3.0626  -2.9231
H  -4.9023  3.3489  -1.1774
C  -1.7229  1.9942  -1.3640
H  0.2680  2.7619  0.0862
H  -1.9129  2.7122  -0.5584
C  -5.2456  0.6563  -1.8874
H  1.0780  -5.7350  -0.3227
C  0.5441  2.1270  -0.7635
O  1.6600  0.0547  -0.3018
N  -4.0764  1.5252  -1.8213
C  -0.7446  -2.9209  0.2911
H  -4.9396  -0.3735  -1.7459
H  0.7887  2.7617  -1.6202
C  -2.8925  1.0200  -1.4610
H  1.9843  -2.2292  0.5958
H  -3.4352  3.5155  -2.1521
H  -5.9598  0.9334  -1.1106
H  -1.6118  2.5437  -2.3031
O  -0.5339  1.2733  -1.1020
H  -0.0131  -5.4241  1.0321
H  2.2104  3.8865  -0.5970

=====

Record 3
The following is a quantum chemistry calculation of a single C10H15N3O3S molecule in a non-equilibrium geometry, from the OMol25 dataset.

Properties
- Net charge: 0
- Maximum force: 4.6 eV Å⁻¹
- Frontier orbital gap: 9.19 eV
- SMILES: COc1cnc(CSC)nc1OC(=O)N(C)C

Element x y z (Å)
H  -5.1999  -3.4119  0.9898
O  2.6048  0.6675  0.7249
C  1.7010  -1.4332  -3.0293
C  -1.1148  -1.7650  1.1220
H  1.9934  -2.4014  -2.5750
C  1.7742  1.4740  0.3574
H  -2.3345  -1.6073  2.8681
H  -2.3639  -3.2115  2.0728
O  0.4790  1.2481  0.0973
H  0.4731  3.8887  0.8018
C  0.1491  -0.0412  0.2144
H  2.6597  -1.0518  -3.4350
N  2.1540  2.8426  0.0540
H  -5.3845  -2.2267  2.3426
C  0.5546  -0.8770  -0.8815
H  -6.0312  -1.8488  0.6016
S  -3.6319  -1.5265  0.6918
H  0.9174  -1.5923  -3.7925
C  3.4585  3.2409  0.4524
H  0.5053  3.6563  -1.0552
N  -0.7055  -2.6252  0.1543
C  1.1221  3.8752  -0.1503
H  0.3527  -2.8110  -1.5642
C  -2.3205  -2.1537  1.8719
H  3.7557  4.2908  0.3210
H  1.4768  4.9635  -0.1760
C  -0.0415  -2.0876  -0.8609
H  4.2500  2.6637  -0.0572
C  -5.2113  -2.2928  1.2422
N  -0.7473  -0.4934  1.1102
H  3.5335  3.1057  1.5687
O  1.1721  -0.4584  -2.0821

=====

Question: Number 1 is which compound?
Answer: C4H7NO

=====

Question: What is the formula in the first record?
Answer: C4H7NO

=====

Question: Which formula does entry 1 have?
Answer: C4H7NO